This record from the OMol25 dataset describes 10 unconnected molecules or ions with the total composition H20O10 in a non-equilibrium geometry. The level of theory is wB97M-V/def2-TZVPD.

Each line ends with the Löwdin charge.
Positions of all 30 atoms, in Å:
O (1.757, 3.009, -0.359)  -0.088
H (1.342, 1.994, -0.440)  0.093
H (2.595, 2.697, -0.245)  -0.054
O (-1.536, -2.250, 2.027)  -0.096
H (-1.491, -3.155, 1.994)  -0.012
H (-1.607, -1.875, 0.971)  0.121
O (0.957, -2.313, 1.376)  0.009
H (0.077, -2.391, 1.713)  -0.040
H (1.455, -2.107, 2.060)  -0.065
O (-0.544, 1.733, 1.302)  -0.092
H (-1.159, 1.318, 2.050)  0.151
H (-0.152, 1.008, 0.757)  0.003
O (2.842, -0.416, 2.871)  -0.156
H (2.532, -0.641, 3.836)  0.092
H (3.001, 0.639, 2.837)  0.121
O (-1.623, -1.026, -0.574)  -0.174
H (-1.031, -1.743, -1.169)  0.141
H (-2.506, -0.732, -1.081)  0.143
O (-1.880, 2.368, -0.940)  -0.211
H (-2.878, 2.049, -0.879)  0.092
H (-1.427, 2.204, 0.102)  0.095
O (0.951, 0.120, -0.284)  0.024
H (0.217, -0.106, -0.617)  -0.119
H (1.216, -0.514, 0.408)  0.066
O (0.319, -1.769, -2.625)  -0.033
H (-0.055, -1.212, -3.367)  0.091
H (1.224, -1.652, -2.492)  0.023
O (-0.773, 1.875, -3.285)  -0.016
H (-0.657, 1.044, -3.549)  -0.080
H (-1.167, 1.843, -2.398)  -0.029

Atoms 1-3, force components in eV/Å:
O -4.946 -3.301 -0.745
H 0.987 3.978 0.148
H 4.177 -0.617 0.530

## Properties
Orbital gap ... 10.1 eV
Calculated total energy ... -20796.4944 eV

=====

This record from the OMol25 dataset describes 10 unconnected molecules or ions with the total composition H20O10. The level of theory is wB97M-V/def2-TZVPD.

Each line ends with the Löwdin charge.
Positions of all 30 atoms, in Å:
H (1.187, -0.184, 0.891)  0.006
H (-0.327, -0.160, 1.025)  0.028
H (-2.137, -2.980, -3.057)  0.032
H (-0.833, -2.451, -3.630)  0.028
H (1.442, 1.069, 1.998)  0.022
H (0.345, 2.055, 2.365)  0.040
H (4.177, -1.123, 2.189)  0.017
H (4.552, -2.440, 2.848)  0.036
H (-3.375, -3.744, -0.130)  0.037
H (-2.922, -2.438, 0.503)  0.013
H (-3.650, 1.108, 1.713)  0.053
H (-3.196, -0.075, 0.873)  0.028
H (-3.090, 2.887, -0.279)  -0.005
H (-3.076, 4.274, -0.901)  0.032
H (-1.084, 3.908, 0.754)  0.035
H (0.150, 3.351, 1.445)  0.006
H (3.193, -0.336, -0.969)  0.016
H (3.638, -1.518, -1.814)  0.032
H (2.457, -0.322, -2.477)  -0.001
H (1.219, -0.813, -3.208)  0.040
O (0.378, -0.380, 0.405)  -0.037
O (-1.215, -2.820, -2.826)  -0.058
O (1.272, 2.012, 2.105)  -0.047
O (4.676, -1.488, 2.929)  -0.059
O (-2.719, -3.380, 0.476)  -0.048
O (-3.032, 0.865, 1.014)  -0.037
O (-3.675, 3.603, -0.555)  -0.061
O (-0.427, 3.206, 0.687)  -0.061
O (3.903, -0.981, -1.059)  -0.046
O (2.170, -0.705, -3.314)  -0.043

Atoms 1-3, force components in eV/Å:
H -0.138 -0.327 -0.343
H -0.124 0.097 -0.181
H 0.097 0.000 0.039

## Properties
Orbital gap ... 11.3 eV
Calculated total energy ... -20798.2678 eV

=====

For reference, HOMO by record: -10.34, -11.47 eV.
For reference, energy above the lowest of the compared OMol25 structures with the same formula, charge and spin by record: 6.1183, 4.3448 eV.